*one*
Computed, not measured: a molecular structure, C47H47N5O6ReS2SbSi, with the ωB97M-V functional and the def2-TZVPD basis.

Expectation value of S²: 3.77
Charge: +1
Lowest unoccupied orbital energy (alpha / beta), eV: -3.822 / -4.511
Multiplicity: 4
M, g mol⁻¹: 1178.11

Cartesian coordinates (Å):
Re (1.32, -1.81, 1.39)
S (8.08, 0.16, -1.23)
N (7.63, -0.28, 0.25)
C (6.33, -0.52, 0.19)
C (5.51, -0.95, 1.31)
C (5.98, -1.19, 2.60)
C (5.10, -1.60, 3.57)
C (3.76, -1.76, 3.25)
N (3.29, -1.53, 2.02)
C (4.16, -1.13, 1.05)
C (3.59, -0.92, -0.27)
N (2.27, -1.13, -0.37)
C (1.66, -0.94, -1.54)
C (2.37, -0.55, -2.67)
C (3.73, -0.34, -2.58)
C (4.36, -0.52, -1.35)
C (5.78, -0.31, -1.10)
N (6.67, 0.08, -2.00)
H (7.03, -1.04, 2.81)
H (5.42, -1.80, 4.58)
H (3.04, -2.10, 3.98)
H (0.59, -1.09, -1.57)
H (1.84, -0.40, -3.60)
H (4.32, -0.03, -3.44)
C (-1.67, -4.40, 0.63)
C (-0.68, -3.61, -0.21)
C (-1.16, -3.47, -1.64)
O (-0.52, -2.24, 0.35)
C (0.67, -4.32, -0.17)
O (0.78, -5.41, -0.66)
O (1.63, -3.65, 0.44)
H (-2.64, -3.90, 0.67)
H (-1.32, -4.54, 1.65)
H (-1.79, -5.38, 0.17)
H (-2.18, -3.09, -1.67)
H (-1.13, -4.46, -2.11)
H (-0.51, -2.81, -2.21)
H (-1.25, -2.07, 1.01)
O (1.81, -4.12, 3.47)
C (0.72, -3.65, 3.68)
N (0.29, -2.45, 3.09)
S (-1.20, -1.97, 3.65)
O (-1.11, -0.84, 4.53)
O (-2.08, -1.85, 2.51)
C (-1.48, -3.43, 4.58)
C (-2.59, -3.75, 5.34)
C (-2.53, -4.93, 6.06)
C (-1.39, -5.75, 6.03)
C (-0.28, -5.40, 5.27)
C (-0.34, -4.22, 4.55)
H (-3.46, -3.11, 5.37)
H (-3.37, -5.23, 6.66)
H (-1.38, -6.66, 6.60)
H (0.60, -6.01, 5.23)
C (-3.37, 4.37, -2.99)
C (-2.71, 3.69, -4.16)
C (-3.04, 4.11, -5.46)
C (-2.44, 3.54, -6.58)
C (-1.50, 2.54, -6.43)
C (-1.16, 2.11, -5.15)
C (-1.76, 2.67, -4.02)
Sb (-1.11, 1.85, -2.15)
C (-0.49, 3.69, -1.22)
C (-1.22, 4.39, -0.27)
C (-0.73, 5.56, 0.31)
C (0.51, 6.04, -0.08)
C (1.24, 5.36, -1.05)
C (0.76, 4.19, -1.63)
C (1.59, 3.51, -2.69)
C (-3.02, 1.23, -1.37)
C (-3.56, 1.65, -0.15)
C (-4.72, 1.08, 0.36)
C (-5.35, 0.07, -0.34)
C (-4.83, -0.35, -1.56)
C (-3.68, 0.22, -2.10)
C (-3.22, -0.22, -3.46)
H (-4.22, 4.96, -3.32)
H (-2.67, 5.04, -2.49)
H (-3.72, 3.65, -2.26)
H (-3.77, 4.89, -5.58)
H (-2.72, 3.88, -7.56)
H (-1.03, 2.09, -7.29)
H (-0.43, 1.32, -5.03)
H (-2.20, 4.05, 0.03)
H (-1.32, 6.09, 1.04)
H (0.90, 6.96, 0.35)
H (2.20, 5.75, -1.36)
H (2.57, 3.99, -2.76)
H (1.12, 3.57, -3.67)
H (1.75, 2.45, -2.46)
H (-3.07, 2.40, 0.44)
H (-5.12, 1.42, 1.31)
H (-6.25, -0.39, 0.05)
H (-5.34, -1.13, -2.12)
H (-3.86, -1.01, -3.85)
H (-2.19, -0.60, -3.45)
H (-3.24, 0.61, -4.17)
C (-0.78, 1.18, 1.76)
Si (0.99, 0.61, 2.00)
C (1.53, 0.88, 3.78)
C (2.07, 1.73, 0.93)
H (-1.31, 1.21, 2.71)
H (-1.36, 0.53, 1.10)
H (-0.77, 2.19, 1.33)
H (1.51, 1.95, 4.00)
H (2.54, 0.52, 3.97)
H (0.84, 0.38, 4.46)
H (1.82, 2.77, 1.15)
H (1.91, 1.57, -0.14)
H (3.14, 1.60, 1.15)


*two*
Computed, not measured: a molecular structure, C47H47N5O6ReS2SbSi, with the ωB97M-V functional and the def2-TZVPD basis.

Expectation value of S²: 3.84
Charge: +1
Lowest unoccupied orbital energy (alpha / beta), eV: -3.401 / -4.819
Multiplicity: 4
M, g mol⁻¹: 1178.11

Cartesian coordinates (Å):
Re (-0.05, -1.07, 0.01)
S (1.51, -8.36, -0.16)
N (0.49, -7.54, 0.78)
C (0.44, -6.28, 0.37)
C (-0.33, -5.22, 0.93)
C (-1.17, -5.36, 2.04)
C (-1.86, -4.25, 2.49)
C (-1.67, -3.03, 1.86)
N (-0.87, -2.88, 0.82)
C (-0.21, -3.95, 0.33)
C (0.61, -3.71, -0.84)
N (0.61, -2.48, -1.35)
C (1.35, -2.20, -2.56)
C (2.29, -3.28, -2.99)
C (2.28, -4.50, -2.45)
C (1.38, -4.77, -1.37)
C (1.28, -6.05, -0.77)
N (1.93, -7.15, -1.14)
H (-1.25, -6.32, 2.51)
H (-2.53, -4.32, 3.34)
H (-2.17, -2.14, 2.22)
H (1.95, -1.29, -2.37)
H (2.96, -3.02, -3.80)
H (2.93, -5.30, -2.77)
C (1.07, -1.99, 3.66)
C (1.35, -0.68, 2.92)
C (1.92, 0.36, 3.86)
O (0.15, -0.18, 2.29)
C (2.23, -0.90, 1.65)
O (3.12, -0.11, 1.37)
O (1.81, -1.83, 0.92)
H (0.28, -1.83, 4.39)
H (1.96, -2.33, 4.17)
H (0.75, -2.77, 2.97)
H (1.13, 0.74, 4.51)
H (2.35, 1.19, 3.30)
H (2.70, -0.08, 4.48)
H (-0.56, -0.10, 2.96)
O (-3.54, -0.66, -0.19)
C (-3.49, -0.07, 0.94)
N (-2.41, 0.43, 1.44)
S (-2.72, 1.04, 2.97)
O (-1.97, 0.20, 3.88)
O (-2.48, 2.44, 3.03)
C (-4.47, 0.65, 2.96)
C (-5.47, 0.88, 3.87)
C (-6.76, 0.49, 3.52)
C (-7.02, -0.12, 2.30)
C (-6.00, -0.37, 1.40)
C (-4.72, 0.04, 1.74)
H (-5.26, 1.35, 4.82)
H (-7.57, 0.67, 4.21)
H (-8.04, -0.39, 2.05)
H (-6.17, -0.86, 0.46)
C (1.96, 4.43, -1.65)
C (0.53, 4.23, -1.27)
C (-0.32, 5.33, -1.31)
C (-1.65, 5.23, -0.97)
C (-2.17, 4.00, -0.62)
C (-1.34, 2.90, -0.56)
C (0.01, 3.00, -0.88)
Sb (1.24, 1.30, -0.44)
C (2.41, 1.07, -2.29)
C (3.70, 0.56, -2.18)
C (4.51, 0.47, -3.30)
C (4.03, 0.88, -4.53)
C (2.73, 1.33, -4.65)
C (1.89, 1.41, -3.54)
C (0.47, 1.84, -3.74)
C (2.47, 2.55, 0.84)
C (3.83, 2.66, 0.56)
C (4.61, 3.57, 1.25)
C (4.05, 4.37, 2.22)
C (2.70, 4.24, 2.51)
C (1.89, 3.32, 1.84)
C (0.45, 3.24, 2.24)
H (2.03, 4.91, -2.62)
H (2.51, 3.49, -1.70)
H (2.45, 5.08, -0.93)
H (0.10, 6.29, -1.59)
H (-2.28, 6.11, -0.98)
H (-3.22, 3.90, -0.36)
H (-1.74, 1.95, -0.24)
H (4.07, 0.21, -1.23)
H (5.51, 0.07, -3.22)
H (4.67, 0.84, -5.41)
H (2.34, 1.62, -5.61)
H (0.15, 1.59, -4.75)
H (0.38, 2.91, -3.61)
H (-0.18, 1.34, -3.02)
H (4.28, 2.04, -0.20)
H (5.67, 3.64, 1.03)
H (4.65, 5.09, 2.76)
H (2.25, 4.85, 3.28)
H (0.35, 3.24, 3.32)
H (-0.04, 2.35, 1.85)
H (-0.09, 4.11, 1.87)
C (-2.76, -2.69, -1.84)
Si (-2.18, -0.95, -1.24)
C (-2.72, 0.26, -2.64)
C (0.41, -1.87, -3.74)
H (-3.70, -2.63, -2.39)
H (-2.92, -3.38, -1.01)
H (-2.03, -3.14, -2.49)
H (-2.36, -0.05, -3.61)
H (-2.42, 1.29, -2.48)
H (-3.81, 0.25, -2.68)
H (-0.15, -2.76, -4.02)
H (1.00, -1.55, -4.59)
H (-0.28, -1.09, -3.45)


From most stable to least stable, the computed energies give *one*, *two*.


*one*
Computed, not measured: 2 unconnected molecules or ions with the total composition CH3BrClN, with the ωB97M-V functional and the def2-TZVPD basis.

Lowest unoccupied orbital energy, eV: -1.273
M, g mol⁻¹: 144.40

Cartesian coordinates (Å):
C (-0.17, 0.18, 1.07)
N (0.14, 0.30, -0.25)
Cl (-0.06, 1.65, 1.98)
Br (2.05, -1.50, 1.85)
H (-0.68, -0.69, 1.42)
H (0.51, 1.29, -0.39)
H (0.45, -0.46, -0.95)


*two*
Computed, not measured: 2 unconnected molecules or ions with the total composition CH3BrClN, with the ωB97M-V functional and the def2-TZVPD basis.

Lowest unoccupied orbital energy, eV: 0.751
M, g mol⁻¹: 144.40

Cartesian coordinates (Å):
H (-1.28, -1.28, 1.49)
N (-1.41, -0.33, 1.08)
C (-1.06, -0.24, -0.08)
Cl (-0.42, -1.56, -1.24)
H (-1.01, 0.64, -0.66)
Br (3.93, -0.49, 0.36)
H (3.41, 0.05, 1.52)


From most stable to least stable, the computed energies give *two*, *one*.


*one*
Computed, not measured: 2 unconnected molecules or ions with the total composition C4H11NO, with the ωB97M-V functional and the def2-TZVPD basis.

Expectation value of S²: 0.75
Charge: -1
Lowest unoccupied orbital energy (alpha / beta), eV: 4.357 / 4.218
Multiplicity: 2
M, g mol⁻¹: 89.14

Cartesian coordinates (Å):
C (0.38, 1.35, -0.43)
N (0.44, 0.16, -1.42)
C (0.76, -1.03, -0.63)
C (1.07, -0.57, 0.85)
C (0.21, 0.75, 0.98)
H (1.20, 2.04, -0.58)
H (-0.56, 1.86, -0.54)
H (1.23, 0.30, -2.10)
H (-0.11, -1.52, -0.56)
H (1.27, -1.85, -0.92)
H (2.16, -0.40, 1.10)
H (0.67, -1.30, 1.56)
H (-0.76, 0.74, 1.34)
H (0.71, 1.32, 1.75)
H (-2.53, -1.23, 0.18)
H (-2.85, 0.08, -0.50)
O (-3.30, -0.70, -0.08)


*two*
Computed, not measured: 2 unconnected molecules or ions with the total composition C4H11NO, with the ωB97M-V functional and the def2-TZVPD basis.

Expectation value of S²: 0.75
Charge: -1
Lowest unoccupied orbital energy (alpha / beta), eV: 4.031 / 3.931
Multiplicity: 2
M, g mol⁻¹: 89.14

Cartesian coordinates (Å):
C (1.76, -0.63, 1.82)
C (0.95, 0.08, 1.02)
N (0.26, -0.27, -0.18)
C (-1.04, 0.39, -0.35)
C (-2.15, -0.62, -0.54)
H (2.05, -0.18, 2.80)
H (2.10, -1.56, 1.44)
H (0.48, 0.94, 1.52)
H (0.36, -1.30, -0.29)
H (-1.31, 0.82, 0.60)
H (-0.87, 1.06, -1.18)
H (-2.12, -1.38, -1.36)
H (-2.26, -1.21, 0.39)
H (-3.09, -0.06, -0.70)
H (1.18, 0.65, -1.88)
H (1.94, 1.82, -1.12)
O (1.78, 1.45, -2.02)


*three*
Computed, not measured: 2 unconnected molecules or ions with the total composition C4H11NO, with the ωB97M-V functional and the def2-TZVPD basis.

Expectation value of S²: 0.75
Charge: -1
Lowest unoccupied orbital energy (alpha / beta), eV: 3.934 / 3.882
Multiplicity: 2
M, g mol⁻¹: 89.14

Cartesian coordinates (Å):
C (0.48, -1.18, -1.86)
N (-0.03, 0.18, 0.53)
C (-0.13, 0.93, -0.73)
C (0.17, 0.28, -1.81)
C (-0.53, 2.37, -0.55)
H (1.30, -1.38, -1.13)
H (-0.50, -1.67, -1.51)
H (0.84, -1.69, -2.70)
H (0.75, -0.44, 0.29)
H (-0.07, 0.75, 1.41)
H (0.30, 0.85, -2.82)
H (0.18, 3.03, -1.01)
H (-0.13, 2.72, 0.44)
H (-1.61, 2.53, -0.82)
H (0.11, -2.53, 4.78)
H (-0.47, -2.27, 3.31)
O (-0.66, -2.49, 4.18)


From most stable to least stable, the computed energies give *two*, *one*, *three*.


*one*
Computed, not measured: 4 unconnected molecules or ions with the total composition C2H14N2O3, with the ωB97M-V functional and the def2-TZVPD basis.

Lowest unoccupied orbital energy, eV: 0.483
M, g mol⁻¹: 114.14

Cartesian coordinates (Å):
N (1.34, 1.49, -0.20)
C (0.11, 0.70, 0.13)
C (0.36, -0.85, 0.55)
N (1.77, -1.23, 0.78)
H (1.96, 0.66, -0.19)
H (1.75, 2.07, 0.61)
H (-0.61, 0.62, -0.64)
H (-0.26, 1.21, 0.99)
H (-0.27, -1.10, 1.41)
H (0.03, -1.62, -0.27)
H (2.02, -1.49, 1.73)
H (1.96, -2.03, 0.22)
O (0.71, 0.26, 4.48)
H (0.79, 0.08, 3.50)
H (0.97, -0.57, 4.80)
O (0.01, -0.59, -6.37)
H (-0.43, -1.58, -6.33)
H (-0.76, -0.14, -6.72)
O (-3.92, 0.98, 0.48)
H (-4.51, 1.74, 0.47)
H (-3.02, 1.38, 0.57)


*two*
Computed, not measured: 4 unconnected molecules or ions with the total composition C2H14N2O3, with the ωB97M-V functional and the def2-TZVPD basis.

Lowest unoccupied orbital energy, eV: 0.733
M, g mol⁻¹: 114.14

Cartesian coordinates (Å):
N (-1.28, -0.27, 2.04)
C (-0.13, 0.35, 1.36)
C (0.07, -0.09, -0.09)
N (-0.01, 0.96, -1.09)
H (-0.97, -1.04, 2.63)
H (-2.00, -0.59, 1.41)
H (0.76, 0.04, 1.91)
H (-0.26, 1.42, 1.45)
H (1.03, -0.62, -0.16)
H (-0.66, -0.89, -0.31)
H (-0.72, 0.75, -1.78)
H (-0.33, 1.84, -0.69)
O (-4.40, 2.60, 2.18)
H (-3.65, 2.25, 2.67)
H (-5.14, 2.52, 2.78)
O (1.60, -6.16, -0.28)
H (1.00, -6.52, 0.39)
H (1.01, -6.08, -1.05)
O (4.62, 3.23, -4.81)
H (5.12, 2.49, -4.46)
H (4.36, 3.82, -4.10)


*three*
Computed, not measured: 4 unconnected molecules or ions with the total composition C2H14N2O3, with the ωB97M-V functional and the def2-TZVPD basis.

Lowest unoccupied orbital energy, eV: 0.674
M, g mol⁻¹: 114.14

Cartesian coordinates (Å):
C (3.27, 1.71, -1.39)
N (2.05, 1.48, -2.17)
C (0.90, 2.15, -1.60)
N (-0.18, 2.34, -2.62)
H (4.01, 0.98, -1.50)
H (3.53, 2.81, -1.40)
H (3.04, 1.68, -0.29)
H (2.21, 1.94, -3.04)
H (1.12, 3.13, -1.25)
H (0.46, 1.36, -0.86)
H (0.03, 3.18, -3.13)
H (-0.15, 1.55, -3.23)
O (-0.62, -0.96, -0.16)
H (-1.00, -0.79, 0.72)
H (0.30, -0.70, -0.27)
O (-2.33, -2.92, 4.54)
H (-3.13, -2.64, 3.99)
H (-2.88, -2.96, 5.35)
O (-3.92, -4.26, 2.86)
H (-3.38, -4.39, 2.00)
H (-3.34, -4.66, 3.44)


From most stable to least stable, the computed energies give *two*, *three*, *one*.


*one*
Computed, not measured: 20 unconnected molecules or ions with the total composition H40O20, with the ωB97M-V functional and the def2-TZVPD basis.

Lowest unoccupied orbital energy, eV: -0.579
M, g mol⁻¹: 360.30

Cartesian coordinates (Å):
O (4.31, 2.57, -0.96)
H (4.32, 3.45, -1.30)
H (5.16, 2.17, -1.18)
O (0.53, -4.62, 1.73)
H (1.20, -4.67, 2.34)
H (-0.34, -4.63, 2.01)
O (-1.03, -2.45, 3.40)
H (-1.86, -2.47, 3.87)
H (-1.11, -3.05, 2.46)
O (-3.56, -0.17, -0.90)
H (-2.69, 0.17, -0.82)
H (-4.00, 0.30, -0.18)
O (1.71, -4.37, -2.89)
H (1.30, -4.07, -2.09)
H (2.64, -4.42, -2.77)
O (4.88, 3.24, 1.50)
H (5.18, 2.35, 1.91)
H (4.02, 2.94, 1.10)
O (1.87, 1.05, 1.88)
H (2.84, 1.14, 2.15)
H (1.42, 1.81, 2.16)
O (-2.36, -2.19, -4.61)
H (-1.90, -1.55, -5.17)
H (-1.73, -2.99, -4.66)
O (0.43, -3.38, -0.69)
H (-0.05, -3.99, 0.01)
H (1.00, -2.71, -0.25)
O (-0.36, 0.36, -1.90)
H (0.38, 0.74, -1.92)
H (-0.34, -0.56, -1.63)
O (-1.52, 2.31, 0.44)
H (-1.27, 2.31, 1.32)
H (-1.23, 1.35, 0.33)
O (0.63, -1.02, 1.30)
H (0.61, -1.82, 1.80)
H (1.16, -0.32, 1.83)
O (-0.13, 2.74, 4.23)
H (0.74, 3.08, 3.80)
H (0.30, 2.50, 5.06)
O (-2.74, 3.93, -3.47)
H (-2.32, 2.85, -3.46)
H (-3.59, 3.70, -3.01)
O (-3.64, -4.19, -0.92)
H (-2.96, -4.18, -1.50)
H (-3.91, -3.17, -0.90)
O (-1.50, 5.31, -1.80)
H (-2.06, 5.43, -2.72)
H (-1.61, 4.43, -1.46)
O (0.99, -1.03, -6.00)
H (0.67, -1.38, -5.22)
H (0.91, -0.09, -6.17)
O (1.83, 4.38, 2.94)
H (1.72, 5.01, 2.18)
H (2.78, 4.57, 3.04)
O (-4.61, 0.46, 1.60)
H (-5.60, 0.27, 1.63)
H (-4.23, 1.26, 2.19)
O (2.98, -3.14, 3.74)
H (3.63, -2.75, 3.11)
H (2.10, -2.79, 3.48)


*two*
Computed, not measured: 20 unconnected molecules or ions with the total composition H40O20, with the ωB97M-V functional and the def2-TZVPD basis.

Lowest unoccupied orbital energy, eV: -0.519
M, g mol⁻¹: 360.30

Cartesian coordinates (Å):
O (-0.42, 1.56, 1.92)
H (-0.09, 1.08, 2.69)
H (-1.34, 1.89, 2.13)
O (2.60, -1.09, -3.58)
H (2.46, -1.77, -2.83)
H (1.63, -0.85, -3.62)
O (-1.30, -2.10, -1.97)
H (-2.26, -1.85, -2.12)
H (-1.07, -1.39, -1.40)
O (1.31, -3.74, -2.22)
H (0.37, -3.48, -2.10)
H (1.41, -4.45, -2.82)
O (-3.67, -1.55, 2.08)
H (-3.41, -1.04, 1.34)
H (-4.75, -1.82, 1.99)
O (2.57, -1.47, -0.13)
H (3.25, -0.88, -0.43)
H (2.86, -2.40, -0.31)
O (0.09, -1.15, 0.33)
H (0.67, -1.61, 0.96)
H (-0.23, -0.37, 0.78)
O (0.62, -1.76, -5.17)
H (0.84, -2.39, -4.51)
H (0.94, -0.89, -4.89)
O (-1.42, 1.81, -0.89)
H (-2.36, 1.93, -0.66)
H (-0.94, 1.94, -0.06)
O (-0.22, 5.03, 0.04)
H (0.56, 5.03, -0.57)
H (-0.10, 4.37, 0.84)
O (-3.57, 3.07, -0.22)
H (-3.90, 3.14, -1.12)
H (-3.15, 3.92, 0.12)
O (-3.37, 0.23, -1.72)
H (-2.57, 0.01, -1.27)
H (-4.15, 0.45, -1.26)
O (1.21, 2.47, -0.36)
H (0.67, 1.86, -0.85)
H (2.13, 2.15, -0.63)
O (0.64, 4.32, 2.50)
H (0.91, 3.43, 1.93)
H (0.04, 4.31, 3.22)
O (0.00, 2.56, 5.43)
H (0.81, 3.05, 5.29)
H (-0.61, 2.96, 4.79)
O (0.24, -2.80, 3.90)
H (-0.66, -3.11, 3.76)
H (0.39, -2.74, 2.96)
O (-0.02, 2.03, -3.10)
H (-0.46, 1.84, -2.22)
H (-0.05, 2.98, -3.09)
O (2.37, -3.89, 1.20)
H (1.66, -3.31, 0.96)
H (2.31, -4.49, 1.91)
O (-0.05, -4.36, 0.60)
H (0.73, -4.85, 0.35)
H (-0.72, -4.31, -0.06)
O (3.26, 1.10, 0.72)
H (3.16, 0.21, 1.12)
H (4.18, 1.16, 0.35)


From most stable to least stable, the computed energies give *two*, *one*.